1.
17
Properties=species:S:1:pos:R:3:mulliken_charge:R:1 method="wB97M-V/def2-TZVPD" homo_energy_ev=-8.6 spin_multiplicity=1 homo_lumo_gap_ev=9.30 total_charge=0 smiles="C/C=N/N=C(/C)NS"
C -3.10094 -1.09394 -0.08841 -0.89
C -2.06623 -0.03098 -0.05651 -0.09
N -0.89623 -0.29652 -0.09628 -0.17
N -0.11585 0.90550 -0.22169 -0.44
C 1.12836 0.61371 -0.20864 0.48
C 2.04967 1.77092 -0.01490 -0.83
N 1.62229 -0.63609 -0.21001 -0.32
S 3.22203 -1.25895 -0.17132 -0.19
H -3.56583 -1.16167 0.93276 0.24
H -4.07100 -0.71149 -0.73423 0.25
H -2.71136 -2.16897 -0.48563 0.24
H -2.43802 1.03048 -0.00083 0.36
H 2.11057 1.93882 1.24714 0.19
H 1.52494 2.57886 -0.58467 0.29
H 3.23523 1.54048 -0.49966 0.27
H 0.76711 -1.27554 -0.03227 0.46
H 3.30525 -1.74462 1.22517 0.15

---

2.
9
Properties=species:S:1:pos:R:3:mulliken_charge:R:1 method="wB97M-V/def2-TZVPD" homo_energy_ev=-8.8 spin_multiplicity=1 homo_lumo_gap_ev=7.71 total_charge=0
C 0.17979 0.55499 0.26390 -0.77
C 0.04565 -0.97775 0.59734 0.11
P -1.32307 1.09470 -0.81668 0.25
S -0.58332 2.19723 -2.18353 -0.26
Cl -1.06504 -1.70917 -0.66812 -0.18
Cl 1.56315 -1.87726 0.43526 -0.16
H 0.42557 1.08291 1.24373 0.39
H 1.00133 0.81744 -0.52502 0.31
H -0.24407 -1.18309 1.65312 0.32

---

3.
9
Properties=species:S:1:pos:R:3:mulliken_charge:R:1 method="wB97M-V/def2-TZVPD" homo_energy_ev=-9.6 spin_multiplicity=1 homo_lumo_gap_ev=9.59 total_charge=0
C -2.72948 -0.32974 -0.43559 -0.06
C 1.61787 -0.05416 0.07958 0.69
O -2.04270 0.09098 0.60786 -0.22
O 2.76887 -0.52695 -0.21345 -0.39
O 0.67703 -0.60979 0.54348 -0.54
F -3.96455 0.30773 -0.43624 -0.15
F 1.50955 1.28138 -0.14609 -0.21
H 3.33203 0.07268 -0.74710 0.36
H -1.16860 -0.23212 0.74755 0.51

---

4.
17
Properties=species:S:1:pos:R:3:mulliken_charge:R:1 method="wB97M-V/def2-TZVPD" homo_energy_ev="-8.7 / -8.7" spin_multiplicity=1 homo_lumo_gap_ev="8.77 / 8.76" total_charge=0
C -2.01871 -0.23438 -0.06810 -1.01
C -0.97805 -0.25633 -1.14158 0.19
N -0.48026 1.07738 -1.38461 -0.76
C 0.34411 -0.73891 -0.83828 -0.33
C 1.12976 -0.64630 0.37018 -0.22
C 2.06007 0.46975 0.61896 -0.39
N 0.93024 0.29841 1.47347 -0.60
H -2.33915 0.89716 -0.54368 0.25
H -1.69643 -0.04914 0.95217 0.25
H -2.76619 -1.01752 -0.10922 0.34
H -1.36658 -0.66952 -2.07713 0.43
H -0.25819 1.55829 -0.51070 0.25
H 0.73011 -1.49385 -1.52054 0.37
H 1.47056 -1.61081 0.73272 0.45
H 3.00760 0.28868 1.10587 0.27
H 2.06111 1.23918 -0.14101 0.25
H 0.20570 0.96174 1.20955 0.28

---

5.
47
Properties=species:S:1:pos:R:3:lowdin_spin:R:1 method="wB97M-V/def2-TZVPD" homo_energy_ev="-17.8 / -17.8" spin_multiplicity=2 homo_lumo_gap_ev="5.26 / 6.02" total_charge=+3
V -0.27297 1.02645 -0.74492 1.17
N 3.81450 -0.30753 -1.10908 0.00
C 2.72603 0.34701 -1.40146 0.00
N 1.74563 0.56057 -0.52015 -0.01
C 1.91677 0.11283 0.81282 0.00
N 1.05675 0.46458 1.72096 0.00
N 0.14845 1.33237 1.12532 -0.02
C -0.23922 2.41774 1.68872 0.02
C -0.85885 3.39144 0.78359 0.00
C -1.32880 4.62218 1.15715 0.00
C -1.79859 5.48791 0.15735 0.00
C -1.77057 5.08122 -1.15933 0.00
C -1.27698 3.81618 -1.46761 0.00
N -0.80584 2.99935 -0.52453 -0.01
C 3.06991 -0.69876 1.13802 0.00
C 3.26881 -1.25361 2.40754 0.00
C 4.41420 -1.98025 2.65577 0.00
C 5.37732 -2.15218 1.65649 0.00
C 5.20234 -1.60677 0.39708 0.00
C 4.04251 -0.88889 0.15818 0.00
H 4.52195 -0.40823 -1.82842 0.00
H 2.63208 0.72684 -2.41173 0.00
H -0.00807 2.61553 2.73248 0.00
H -1.33213 4.91687 2.19868 0.00
H -2.17464 6.46746 0.42379 0.00
H -2.12139 5.72118 -1.95734 0.00
H -1.25685 3.46302 -2.49208 0.00
H 2.52518 -1.10421 3.17802 0.00
H 4.57444 -2.41462 3.63277 0.00
H 6.27503 -2.71771 1.86791 0.00
H 5.95066 -1.73603 -0.37467 0.00
O -2.36879 1.11766 -1.00616 -0.01
C -3.22478 0.20656 -1.02680 0.00
C -2.93517 -1.18663 -0.89673 -0.01
C -3.94950 -2.14339 -0.95659 0.00
C -3.57484 -3.47116 -0.86531 -0.02
C -2.26035 -3.88071 -0.72943 0.01
C -1.23484 -2.92830 -0.67402 -0.02
C -1.61483 -1.61664 -0.75365 0.00
O -0.64440 -0.62014 -0.70950 -0.10
N -4.64250 -4.50378 -0.91976 0.00
O -5.77519 -4.09418 -1.04817 0.00
O -4.28377 -5.65599 -0.85512 0.00
H -4.26477 0.51822 -1.15889 0.00
H -4.99526 -1.88482 -1.07073 0.00
H -2.04880 -4.94078 -0.66675 0.00
H -0.19985 -3.21789 -0.56369 0.00

---

6.
33
Properties=species:S:1:pos:R:3:mulliken_charge:R:1 method="wB97M-V/def2-TZVPD" homo_energy_ev=-16.7 spin_multiplicity=1 homo_lumo_gap_ev=2.92 total_charge=+2
Tl -1.15405 0.95550 -0.93348 0.96
C 1.63113 -3.51501 -0.32034 -1.01
C 0.50880 -2.64915 -0.92304 0.15
O -0.00236 -1.61101 -0.13235 -0.10
H 1.18363 -4.29755 0.29241 0.36
H 2.33470 -2.96956 0.30860 0.35
H 2.22674 -3.91876 -1.13908 0.41
H -0.25288 -3.27546 -1.38744 0.37
H 0.94622 -2.17075 -1.79933 0.23
C 3.15947 1.30342 -3.23412 -1.50
C 2.48660 0.72562 -2.00841 1.01
C 3.56088 -0.00007 -1.21421 -1.31
O 1.67688 1.73177 -1.35561 -0.44
H 3.66870 0.50808 -3.77836 0.39
H 3.91714 2.08461 -3.17263 0.43
H 2.45366 1.63757 -3.99456 0.39
H 1.85330 -0.10702 -2.31459 -0.24
H 3.15625 -0.62573 -0.41865 0.26
H 4.17743 0.68808 -0.63593 0.37
H 4.12372 -0.70099 -1.83068 0.40
H 2.18882 2.53430 -1.23129 0.33
C -4.91361 0.66384 2.24498 -1.16
C -3.57597 1.42960 2.14817 0.28
C -2.91994 1.73383 3.48659 -1.33
O -2.59222 0.60943 1.50247 -0.43
H -4.65187 -0.35674 2.52428 0.30
H -5.40366 0.57161 1.27574 0.32
H -5.58438 1.20392 2.91318 0.37
H -3.72901 2.25075 1.44789 0.34
H -3.31256 2.60157 4.01666 0.39
H -1.92610 2.16685 3.37305 0.36
H -2.83264 0.85066 4.11944 0.41
H -2.40268 -0.05321 2.17074 0.33

---

7.
9
Properties=species:S:1:pos:R:3:mulliken_charge:R:1 method="wB97M-V/def2-TZVPD" homo_energy_ev=-5.8 spin_multiplicity=1 homo_lumo_gap_ev=9.28 total_charge=-1 smiles="N#CN=[S@@](=O)([O-])[N+](=O)[O-]"
N -3.07266 -0.91189 -0.26036 -0.59
C -2.10675 -0.24848 -0.38671 0.54
N -1.12836 0.51392 -0.73752 -0.46
S 0.21374 0.79260 0.08179 0.99
O 0.69916 2.07102 -0.39856 -0.58
O 0.26246 0.56187 1.57042 -0.61
N 1.79290 -0.48306 0.01885 0.78
O 2.89060 0.03873 -0.02137 -0.54
O 1.46145 -1.62170 0.09357 -0.52

---

Summary of E in eV
-19595.864 -47290.714 -13682.221 -8322.225 -64808.805 -19449.275 -24530.131
(order as listed above)